53
Properties=species:S:1:pos:R:3:forces:R:3:lowdin_charge:R:1 method="wB97M-V/def2-TZVPD" multiplicity=1 homo_energy_ha=-0.2644 gap_ha=0.2646 fmax_ev_per_a=0.47 charge=0 e_above_lowest_ev=0.000 e_lumo_ev=0.007
Mg 0.732 0.210 0.554 0.3 0.2 0.3 0.50
F 3.056 -0.426 6.784 0.0 0.0 0.0 0.11
C 3.075 -0.105 5.485 -0.1 0.0 0.0 -0.15
C 1.899 -0.030 4.760 0.2 0.0 0.0 -0.15
F 0.725 -0.283 5.348 0.0 0.0 0.0 0.12
C 1.965 0.306 3.423 -0.3 0.0 0.1 -0.21
F 0.762 0.362 2.772 0.1 0.0 -0.1 0.03
C 3.132 0.575 2.722 0.0 0.1 -0.4 -0.54
S 3.137 0.991 1.012 -0.2 -0.2 0.4 0.65
C 4.289 0.486 3.495 0.3 0.0 0.0 -0.24
F 5.486 0.717 2.942 -0.1 0.0 0.0 0.08
C 4.272 0.156 4.840 0.0 0.0 0.0 -0.15
F 5.416 0.083 5.528 0.0 0.0 0.0 0.12
Cl 0.453 4.491 -5.372 0.0 -0.1 0.1 0.65
C 0.505 3.240 -4.159 0.0 0.0 0.0 -0.67
C 0.757 1.920 -4.554 0.0 0.0 -0.1 -0.12
C 0.808 0.914 -3.628 0.0 0.0 -0.1 -0.57
Cl 1.118 -0.711 -4.156 0.0 0.1 0.1 0.70
C 0.622 1.146 -2.234 0.0 -0.1 0.1 -0.37
O 0.689 0.187 -1.397 -0.1 -0.1 -0.1 -0.12
C 0.353 2.499 -1.876 -0.1 0.3 0.1 -0.11
C 0.074 2.894 -0.515 0.0 -0.1 -0.1 -0.16
O 0.025 2.163 0.470 0.0 0.0 0.1 -0.03
C 0.304 3.524 -2.839 0.0 -0.1 -0.1 -0.07
H 0.915 1.692 -5.599 0.0 0.0 0.0 0.11
H -0.135 3.966 -0.370 0.0 0.0 0.0 0.14
H 0.100 4.540 -2.524 0.0 0.0 0.0 0.11
C 2.854 -2.383 -0.692 0.0 -0.1 -0.1 0.02
C 1.769 -2.673 0.294 0.1 0.3 -0.2 -0.52
N 1.492 -3.948 0.597 0.0 0.0 0.0 0.20
O 1.137 -1.760 0.827 -0.3 -0.1 0.3 -0.02
H 3.290 -3.284 -1.116 0.1 0.0 0.0 0.08
H 3.609 -1.775 -0.193 0.0 0.0 0.0 0.08
H 2.434 -1.759 -1.482 0.0 0.0 0.0 0.07
H 1.996 -4.707 0.177 0.0 0.0 0.0 0.11
H 0.753 -4.134 1.255 0.0 0.0 0.0 0.12
O -1.719 -1.992 -0.347 -0.3 0.0 0.0 0.15
C -2.080 -0.939 0.349 0.2 0.0 0.0 -0.45
O -1.293 -0.229 0.938 0.2 0.1 0.0 0.07
C -3.565 -0.626 0.351 -0.1 0.0 0.0 -0.22
N -4.277 -1.635 -0.449 0.0 -0.1 0.0 -0.03
C -4.982 -0.963 -1.560 0.0 0.0 0.1 -0.18
C -4.161 0.301 -1.776 0.0 0.0 -0.1 -0.16
C -3.818 0.723 -0.350 0.0 0.0 0.1 -0.10
H -3.884 -0.604 1.395 0.0 0.0 0.0 0.16
H -4.889 -2.213 0.111 0.0 0.0 0.0 0.13
H -2.587 -2.328 -0.708 0.1 0.0 0.0 0.12
H -6.008 -0.711 -1.275 0.0 0.0 0.0 0.12
H -5.018 -1.608 -2.437 0.0 0.0 0.0 0.11
H -4.708 1.065 -2.323 0.0 0.0 0.0 0.12
H -3.253 0.072 -2.339 0.0 0.0 0.0 0.12
H -4.668 1.220 0.118 0.0 0.0 0.0 0.12
H -2.958 1.385 -0.272 0.0 0.0 0.0 0.12

50
Properties=species:S:1:pos:R:3:forces:R:3:lowdin_charge:R:1 method="wB97M-V/def2-TZVPD" multiplicity=1 homo_energy_ha=-0.3155 gap_ha=0.2929 smiles="CCOc1cc2ncnc(Nc3ccc(F)c(Cl)c3)c2cc1OC(=O)CSc1nnnn1C" fmax_ev_per_a=5.31 charge=0 e_above_lowest_ev=2.606 e_lumo_ev=-0.615
O 0.762 -0.930 -0.464 -1.2 0.4 0.1 0.10
F -4.283 -4.323 0.916 0.9 0.3 0.0 0.02
Cl -6.148 -2.820 2.518 0.8 0.5 -0.8 0.67
N 4.990 -3.179 3.686 1.6 -2.0 -1.4 -0.03
N 5.120 -4.446 3.249 -2.3 2.4 0.7 0.05
N 4.451 -2.417 2.726 -0.5 0.3 0.8 -0.01
N -4.120 2.320 -2.122 -2.7 0.3 -1.1 0.13
N -2.234 3.374 -2.938 -3.5 2.3 -3.3 0.12
O 1.058 0.983 0.730 0.6 -1.1 1.3 0.06
O 2.168 2.658 -1.198 -0.5 -0.8 0.7 -0.07
S 3.103 -2.620 0.375 -0.5 0.5 0.3 0.96
C 1.246 -0.350 0.471 1.8 -0.9 -2.6 -0.50
C 4.046 -3.200 1.759 -0.4 -0.3 0.7 -0.65
C -3.554 3.135 -2.982 3.9 0.4 0.7 -0.14
C -3.234 -2.498 -0.257 0.8 0.4 0.2 0.04
C -3.171 -1.078 -0.472 0.2 -3.6 -0.7 -0.03
C -4.864 -0.772 1.155 -1.3 -0.3 0.1 -0.02
C -4.019 -2.991 0.808 -0.8 -1.0 -2.5 -0.31
C -4.946 -2.172 1.384 -0.2 2.3 1.5 -0.55
C 0.802 2.568 -0.993 -2.6 0.9 -3.1 -0.16
C 0.195 1.683 -0.087 -2.8 -1.3 0.2 -0.14
C -4.054 -0.239 0.148 0.6 -0.9 0.9 -0.28
C -0.129 3.167 -2.000 4.3 -1.1 1.3 0.12
C -3.427 1.768 -1.216 1.3 -0.9 2.0 -0.26
C -1.251 1.345 -0.066 2.9 1.4 -0.7 0.11
C -1.486 2.901 -1.982 1.2 -1.2 0.8 -0.31
C -2.012 2.003 -1.063 -1.0 -1.6 2.2 -0.08
N -4.217 1.071 -0.303 2.6 0.1 1.3 0.13
N 4.357 -4.481 2.134 1.0 -0.7 -1.6 -0.17
C 2.354 -1.114 1.207 0.5 2.0 2.6 -0.34
C 4.328 -5.672 1.238 0.5 2.0 -1.6 -0.01
C 3.176 4.848 -1.281 -0.4 -1.3 0.2 -0.06
C 2.868 3.647 -0.386 0.6 0.0 -0.5 -0.20
H -4.178 3.647 -3.679 -0.1 0.2 -0.6 0.11
H -2.694 -3.210 -0.975 -0.7 1.2 1.5 0.15
H -2.538 -0.788 -1.287 0.1 0.4 -0.2 0.11
H -5.591 -0.108 1.650 0.4 -0.4 -0.2 0.12
H 0.351 3.571 -2.929 -0.7 0.1 1.2 0.14
H -1.723 0.581 0.610 1.0 1.1 -0.7 0.13
H -5.103 1.121 -0.633 -3.5 0.8 -1.0 0.10
H 3.231 -0.371 1.504 -2.0 -1.7 -0.3 0.13
H 1.737 -1.445 2.109 1.5 0.1 -0.6 0.12
H 3.533 -5.467 0.496 0.0 -0.5 0.7 0.08
H 4.269 -6.621 1.714 -0.4 -0.4 0.8 0.07
H 5.234 -5.688 0.600 -0.2 0.1 0.6 0.10
H 3.015 5.648 -0.606 0.0 1.4 0.1 0.06
H 4.189 4.833 -1.627 0.5 0.1 -0.4 0.07
H 2.454 4.842 -2.110 0.4 0.3 0.3 0.08
H 2.121 3.988 0.285 -0.3 0.1 1.2 0.10
H 3.816 3.299 0.183 -1.8 -0.1 -1.1 0.15

46
Properties=species:S:1:pos:R:3:forces:R:3:lowdin_charge:R:1 method="wB97M-V/def2-TZVPD" multiplicity=1 homo_energy_ha=-0.3074 gap_ha=0.3181 smiles="Cc1ccc(S(=O)(=O)n2nc(-c3ccc(Cl)cc3)nc2NCc2ccco2)cc1" fmax_ev_per_a=1.48 charge=0 e_lumo_ev=0.291
C -4.639 -4.066 -1.682 0.0 0.0 0.0 -0.04
C -4.234 -2.779 -1.034 0.0 0.1 0.0 -0.26
C -4.262 -1.584 -1.747 0.0 0.0 0.1 -0.02
C -3.863 -0.400 -1.153 0.0 0.1 -0.1 -0.04
C -3.447 -0.420 0.162 0.2 0.6 0.3 -0.30
C -3.408 -1.589 0.896 -0.1 -0.1 0.2 -0.05
C -3.804 -2.768 0.291 0.0 0.2 0.0 -0.02
H -3.780 -3.692 0.849 0.0 -0.1 0.1 0.12
H -3.070 -1.553 1.918 0.0 -0.1 0.1 0.12
S -2.857 1.076 0.910 0.2 0.0 0.0 0.74
O -3.062 1.070 2.320 0.1 -0.4 -0.2 -0.25
O -3.266 2.238 0.167 0.0 -0.3 -0.2 -0.29
N -1.192 0.947 0.587 0.2 0.0 -0.2 -0.13
C -0.297 1.832 0.032 -0.2 -0.2 0.1 -0.34
N 0.855 1.239 -0.167 0.0 0.3 -0.2 0.22
C 0.655 -0.036 0.273 -1.3 0.7 0.2 -0.29
N -0.559 -0.254 0.727 0.3 -1.0 0.3 0.13
C 1.700 -1.038 0.234 0.4 -0.5 0.0 -0.16
C 2.984 -0.679 -0.173 -0.3 0.0 0.1 -0.01
C 3.991 -1.623 -0.213 0.0 -0.2 0.0 -0.10
C 3.711 -2.930 0.155 -0.2 0.2 0.0 -0.68
C 2.439 -3.303 0.564 0.1 0.0 0.0 -0.10
C 1.435 -2.355 0.603 0.1 0.2 -0.1 -0.02
H 0.437 -2.616 0.917 -0.1 -0.1 0.0 0.11
H 2.243 -4.326 0.848 0.0 -0.1 0.0 0.10
Cl 4.968 -4.116 0.106 0.2 -0.2 0.0 0.67
H 4.988 -1.352 -0.525 0.1 0.0 0.0 0.10
H 3.171 0.347 -0.450 0.1 0.1 0.0 0.10
N -0.618 3.118 -0.178 -0.3 0.4 -0.1 0.08
H -1.611 3.314 -0.148 0.2 0.1 0.0 0.11
C 0.234 3.985 -0.976 0.2 -0.2 -0.2 -0.09
C 1.669 3.811 -0.605 0.0 0.6 0.8 -0.31
C 2.331 4.007 0.572 -0.4 0.1 -0.6 -0.03
C 3.672 3.619 0.338 0.1 -0.2 -0.4 -0.06
C 3.722 3.223 -0.962 0.5 0.0 0.6 -0.14
O 2.516 3.339 -1.539 -0.3 0.0 -0.4 0.04
H 4.526 2.862 -1.572 0.0 0.0 -0.2 0.12
H 4.479 3.634 1.041 0.2 0.0 0.1 0.10
H 1.914 4.372 1.487 -0.2 0.1 0.2 0.11
H 0.132 3.769 -2.048 0.0 0.1 0.1 0.13
H -0.091 5.011 -0.784 0.1 -0.1 -0.1 0.13
H -3.879 0.538 -1.685 0.0 0.1 -0.1 0.12
H -4.595 -1.583 -2.774 0.0 0.0 -0.1 0.12
H -5.208 -4.684 -0.991 -0.1 -0.1 0.0 0.08
H -3.750 -4.625 -1.975 0.0 -0.1 0.0 0.09
H -5.236 -3.886 -2.572 0.0 0.0 -0.1 0.08

42
Properties=species:S:1:pos:R:3:forces:R:3:lowdin_charge:R:1 method="wB97M-V/def2-TZVPD" multiplicity=1 homo_energy_ha="-0.5541 / -0.5514" gap_ha="0.1615 / 0.1730" fmax_ev_per_a=3.59 charge=+2 e_lumo_ev="-10.682 / -10.297"
Tl -0.369 -1.437 3.575 -0.3 -0.3 -0.4 0.65
Cl -0.586 -3.831 2.777 0.1 0.6 0.2 0.00
C 2.370 -1.255 3.042 3.3 -1.1 -0.2 -0.03
O 3.461 -1.584 2.952 -3.1 1.0 0.2 0.13
P -0.134 0.049 0.347 0.3 -0.4 -3.3 1.16
C 0.474 1.617 -0.388 0.7 1.0 1.0 -0.36
C 0.953 -1.236 -0.396 -0.7 0.4 1.2 -0.33
C -1.752 -0.232 -0.460 -0.6 -0.1 0.9 -0.38
C 0.422 -2.515 -0.677 -0.1 -1.0 -0.2 -0.08
C 1.221 -3.512 -1.236 -0.6 0.4 0.0 -0.02
C 2.575 -3.253 -1.461 -0.1 -0.1 -0.1 0.01
C 3.137 -2.027 -1.086 -0.1 1.0 0.2 -0.02
C 2.337 -1.023 -0.542 0.8 -0.1 -0.2 -0.06
H -0.628 -2.742 -0.483 0.3 0.2 0.0 0.11
H 0.773 -4.466 -1.530 0.2 0.4 0.2 0.13
H 3.190 -4.005 -1.950 0.0 0.1 0.2 0.13
H 4.193 -1.830 -1.267 -0.3 -0.1 0.1 0.13
H 2.761 -0.050 -0.275 -0.1 -0.4 -0.2 0.12
C 1.312 2.422 0.422 -0.2 -0.1 -0.2 -0.12
C 1.792 3.651 -0.036 0.0 -0.1 -0.3 -0.05
C 1.467 4.088 -1.329 0.0 -0.3 0.2 -0.03
C 0.650 3.300 -2.147 0.1 -0.3 0.3 -0.04
C 0.143 2.080 -1.675 -0.1 0.0 -0.1 -0.06
H 1.590 2.080 1.421 -0.1 0.2 -0.2 0.09
H 2.431 4.266 0.605 -0.3 -0.3 -0.3 0.12
H 1.875 5.029 -1.703 -0.2 -0.3 0.1 0.13
H 0.418 3.628 -3.166 0.0 -0.2 0.4 0.13
H -0.486 1.490 -2.340 0.1 0.2 0.2 0.10
C -1.919 -0.558 -1.816 -0.1 -0.2 -0.1 -0.10
C -3.201 -0.757 -2.336 0.3 0.2 0.2 -0.04
C -4.315 -0.681 -1.500 0.2 0.1 0.3 -0.03
C -4.163 -0.397 -0.133 0.1 0.2 -0.1 -0.04
C -2.891 -0.124 0.375 0.2 -0.2 -0.2 -0.10
H -1.063 -0.639 -2.485 -0.1 -0.1 0.2 0.11
H -3.315 -0.957 -3.403 0.0 0.0 0.3 0.13
H -5.307 -0.819 -1.921 0.1 -0.1 0.1 0.12
H -5.048 -0.375 0.513 0.4 0.1 -0.3 0.12
H -2.739 0.185 1.420 -0.3 -0.2 -0.4 0.09
H -0.499 3.561 3.542 -0.1 -0.2 -0.1 0.03
H -0.943 3.034 3.249 0.1 0.2 0.1 0.01
O 0.001 -0.013 7.310 -0.6 -0.4 -3.5 0.12
C -0.189 -0.161 6.190 0.7 0.3 3.5 -0.01

47
Properties=species:S:1:pos:R:3:forces:R:3:lowdin_charge:R:1 method="wB97M-V/def2-TZVPD" multiplicity=1 homo_energy_ha=-0.3238 gap_ha=0.2922 fmax_ev_per_a=2.76 charge=0 e_above_lowest_ev=0.827 e_lumo_ev=-0.859
Zn -0.289 -0.632 0.564 -0.1 0.3 -0.3 0.59
O 0.095 -1.589 2.329 -0.4 0.1 0.4 -0.01
C -0.439 -0.558 2.831 -0.1 0.2 0.0 -0.65
O -1.332 0.113 2.214 0.2 -0.6 0.4 -0.04
C 0.365 0.153 3.870 0.2 0.1 -0.2 -0.14
C 0.442 -0.081 5.228 0.0 0.0 0.0 -0.01
C 1.404 0.590 5.973 -0.1 0.0 0.0 -0.06
C 2.279 1.476 5.362 0.0 0.0 0.0 -0.07
C 2.201 1.708 3.995 0.0 0.1 0.0 -0.07
C 1.243 1.053 3.234 -0.2 0.0 0.0 -0.28
P 1.146 1.260 1.403 0.3 -0.1 0.3 1.11
C 2.895 1.239 0.918 0.0 -0.1 -0.1 -0.36
C 3.581 0.063 1.234 0.0 0.0 0.0 -0.09
C 4.887 -0.115 0.815 0.0 0.0 0.0 -0.07
C 5.517 0.874 0.068 0.0 0.0 0.0 -0.08
C 4.843 2.044 -0.242 0.0 0.0 0.0 -0.07
C 3.531 2.228 0.179 0.0 0.0 0.1 -0.08
C 0.467 2.916 1.133 -0.1 -0.1 -0.1 -0.33
C -0.232 3.568 2.147 0.1 0.1 0.0 -0.07
C -0.880 4.766 1.884 0.0 0.0 0.0 -0.07
C -0.851 5.311 0.609 0.0 0.0 0.0 -0.08
C -0.178 4.654 -0.411 0.0 0.0 0.0 -0.07
C 0.474 3.458 -0.153 0.0 0.0 0.0 -0.13
H -0.236 -0.781 5.697 0.0 0.0 0.0 0.12
H 1.473 0.416 7.040 0.0 0.0 0.0 0.11
H 3.031 1.982 5.952 0.0 0.0 0.0 0.11
H 2.885 2.404 3.523 0.0 0.0 0.0 0.12
H 3.080 -0.715 1.800 0.0 0.0 0.0 0.12
H 5.409 -1.031 1.060 0.0 0.0 0.0 0.11
H 6.533 0.728 -0.274 0.0 0.0 0.0 0.10
H 5.331 2.814 -0.824 0.0 0.0 0.0 0.11
H 3.017 3.147 -0.065 0.0 0.0 0.0 0.09
H -0.276 3.138 3.139 0.0 0.0 0.0 0.11
H -1.425 5.262 2.676 0.0 0.0 0.0 0.11
H -1.359 6.246 0.409 0.0 0.0 0.0 0.11
H -0.174 5.052 -1.417 0.0 0.0 0.0 0.10
H 0.971 2.945 -0.966 0.0 0.0 0.0 0.03
I 0.637 0.047 -2.122 0.4 2.1 -1.8 0.69
I 0.083 2.097 -3.934 -0.1 -0.3 0.4 0.00
C 0.556 -3.321 -2.578 -0.1 -0.1 -0.1 -0.16
S 0.506 -2.748 -0.906 0.7 -0.3 0.6 0.40
O 0.858 -3.843 -0.060 -0.1 0.0 -0.1 -0.27
O -0.849 -2.148 -0.688 0.5 -0.2 0.3 -0.44
O 1.510 -1.597 -0.769 -1.0 -1.3 0.3 -0.71
H 0.428 -4.399 -2.516 0.0 0.0 0.0 0.07
H 1.527 -3.080 -3.001 0.0 0.0 0.0 0.07
H -0.242 -2.866 -3.156 0.0 0.0 0.0 0.06

| no. | electronic energy (eV) |
| --- | --- |
| 1 | -89151.22172 |
| 2 | -63659.44724 |
| 3 | -56475.77704 |
| 4 | -51595.98159 |
| 5 | -115998.32995 |